Entry 1:
{"formula": "C4H13O3S", "method": "ωB97M-V with the def2-TZVPD basis set", "fmax_ev_per_a": 7.236, "homo_lumo_gap_ev": 5.72, "mol_weight_g_mol": 141.2, "spin_multiplicity": 1, "total_charge": -1, "elements": ["C", "O", "C", "C", "C", "S", "H", "H", "H", "H", "H", "H", "H", "H", "H", "H", "H", "O", "H", "H", "O"], "xyz": [[-1.44658, -0.51437, -0.58648], [-1.70906, -1.70019, -0.09199], [-0.29856, -0.17439, -1.29255], [-0.03007, 1.28639, -1.35141], [1.56915, 1.45382, -1.57054], [1.98737, 3.14532, -2.11000], [-2.08550, 0.38762, -0.42479], [-3.58540, -0.51709, 2.49372], [0.38011, -0.78982, -1.60304], [-0.61533, -2.54321, 2.18692], [-0.64437, 1.81441, -2.15262], [-0.31674, 1.96742, -0.50882], [1.83221, 0.87271, -2.45576], [2.18520, 1.01662, -0.87316], [3.33368, 3.44584, -1.76691], [1.97691, -0.24809, 1.77364], [0.46650, -0.64416, 2.30047], [1.42536, -0.46090, 2.53404], [-2.79446, -0.66884, 2.28917], [-0.92454, -3.62326, 1.12688], [-0.70588, -3.50581, 2.08322]], "nbo_charge": [0.2662, -0.8379, -0.5378, -0.3939, -0.4948, -0.1153, 0.0766, -0.0369, 0.1734, 0.4690, 0.1715, 0.1857, 0.1945, 0.2032, 0.1176, 0.4797, 0.4914, -0.9722, 0.0311, 0.4987, -0.9698]}

***

Entry 2:
{"formula": "C21H29NO3", "method": "ωB97M-V with the def2-TZVPD basis set", "fmax_ev_per_a": 1.005, "homo_lumo_gap_ev": 9.25, "mol_weight_g_mol": 343.5, "spin_multiplicity": 1, "total_charge": 0, "smiles": "COCc1ccc(CN2CCC[C@@](CO)(Cc3ccccc3C)C2)o1", "elements": ["C", "O", "C", "C", "C", "C", "C", "C", "N", "C", "C", "C", "C", "C", "O", "C", "C", "C", "C", "C", "C", "C", "C", "C", "O", "H", "H", "H", "H", "H", "H", "H", "H", "H", "H", "H", "H", "H", "H", "H", "H", "H", "H", "H", "H", "H", "H", "H", "H", "H", "H", "H", "H", "H"], "xyz": [[2.03786, 1.87152, -6.60599], [2.67197, 0.94972, -5.75609], [1.78116, 0.18936, -4.96423], [1.06158, 0.99263, -3.92683], [-0.12709, 1.66397, -3.96127], [-0.27701, 2.26659, -2.68918], [0.83372, 1.92655, -1.97228], [1.23964, 2.22951, -0.56874], [1.29267, 1.01006, 0.22040], [1.93343, 1.19542, 1.50625], [2.17681, -0.16687, 2.14547], [0.87489, -0.95282, 2.27593], [0.10287, -1.00726, 0.95227], [0.86343, -1.85404, -0.08231], [1.11015, -3.14413, 0.44119], [-1.28985, -1.65805, 1.13954], [-2.15957, -1.03082, 2.19365], [-2.88721, 0.11085, 1.87305], [-3.67773, 0.75482, 2.80689], [-3.76511, 0.24744, 4.09016], [-3.08554, -0.91374, 4.40824], [-2.28797, -1.57040, 3.47844], [-1.63485, -2.86358, 3.86984], [-0.01978, 0.41802, 0.40343], [1.64558, 1.15647, -2.72133], [1.48849, 2.63280, -6.04097], [1.34199, 1.36511, -7.28711], [2.82784, 2.34818, -7.18259], [2.40833, -0.55671, -4.47100], [1.04253, -0.31260, -5.60822], [-0.81492, 1.71470, -4.78120], [-1.09598, 2.87161, -2.35678], [2.24502, 2.66183, -0.57460], [0.53920, 2.97505, -0.15119], [1.31288, 1.81778, 2.17878], [2.88725, 1.70704, 1.35261], [2.62278, -0.03062, 3.13263], [2.88473, -0.72242, 1.53071], [1.10103, -1.96943, 2.59705], [0.24087, -0.47644, 3.02730], [1.79963, -1.34702, -0.34001], [0.25602, -1.92632, -0.99729], [1.62552, -3.64038, -0.20120], [-1.11909, -2.70983, 1.36396], [-1.81006, -1.59811, 0.17933], [-2.84443, 0.49449, 0.86353], [-4.22651, 1.64381, 2.53171], [-4.37335, 0.74102, 4.83395], [-3.17996, -1.32624, 5.40326], [-1.83323, -3.08475, 4.91595], [-0.55925, -2.83275, 3.72134], [-2.03207, -3.68133, 3.26845], [-0.62348, 1.02438, 1.10045], [-0.52579, 0.39595, -0.56534]], "nbo_charge": [-0.2555, -0.5247, -0.1112, 0.2351, -0.3067, -0.3107, 0.2879, -0.2560, -0.4427, -0.2144, -0.4000, -0.4239, -0.0230, -0.0727, -0.7366, -0.4324, -0.0471, -0.2039, -0.2217, -0.2115, -0.2381, 0.0776, -0.6535, -0.2402, -0.3946, 0.1735, 0.1595, 0.1957, 0.2108, 0.1785, 0.2269, 0.2265, 0.2174, 0.1817, 0.1583, 0.2002, 0.2103, 0.2027, 0.2263, 0.2101, 0.1871, 0.1573, 0.4738, 0.2342, 0.2113, 0.2053, 0.2102, 0.2108, 0.2046, 0.2135, 0.2222, 0.2184, 0.1825, 0.2107]}

***

Entry 3:
{"formula": "C38H34FN4O6Sn", "method": "ωB97M-V with the def2-TZVPD basis set", "fmax_ev_per_a": 0.159, "homo_lumo_gap_ev": 4.99, "mol_weight_g_mol": 780.4, "spin_multiplicity": 1, "total_charge": 1, "elements": ["Sn", "O", "C", "O", "C", "C", "C", "C", "C", "N", "C", "O", "O", "H", "H", "H", "O", "C", "O", "C", "C", "C", "C", "C", "C", "N", "C", "C", "C", "C", "C", "C", "N", "H", "H", "H", "H", "H", "H", "H", "H", "H", "H", "C", "C", "C", "C", "C", "C", "C", "C", "C", "C", "C", "C", "N", "C", "C", "C", "C", "C", "C", "F", "H", "H", "H", "H", "H", "H", "H", "H", "H", "H", "H", "H", "H", "H", "H", "H", "H", "H", "H", "H", "H"], "xyz": [[0.68844, 0.32075, 0.86435], [-0.00133, 3.72978, 3.44867], [0.33802, 2.70155, 2.90218], [0.16235, 2.36450, 1.66552], [1.10261, 1.65217, 3.70281], [1.54487, 1.82860, 5.00137], [2.28918, 0.81086, 5.58543], [2.56849, -0.34814, 4.86871], [2.06471, -0.45810, 3.58699], [1.35622, 0.52746, 3.04375], [2.26360, -1.65514, 2.66711], [3.08958, -2.50416, 2.94544], [1.51441, -1.61287, 1.61905], [1.30784, 2.74906, 5.51522], [2.65720, 0.92218, 6.59695], [3.15617, -1.15809, 5.27626], [1.55617, -7.37283, -2.32090], [0.88264, -6.26483, -2.68393], [-0.11887, -6.35120, -3.33955], [1.43211, -4.95242, -2.22116], [2.11135, -4.81020, -1.01554], [2.51030, -3.55712, -0.57647], [2.24145, -2.44169, -1.36450], [1.56181, -2.57878, -2.57258], [1.16084, -3.82893, -2.99835], [2.56181, -1.13956, -0.92627], [3.68293, -0.93528, -0.38463], [3.97849, 0.37741, 0.22501], [5.29238, 0.78861, 0.37531], [5.55249, 2.05517, 0.87374], [4.48575, 2.86983, 1.20852], [3.19967, 2.37526, 1.06512], [2.94598, 1.15150, 0.59774], [2.39624, -7.14075, -1.90694], [2.28306, -5.66588, -0.37232], [2.96011, -3.43227, 0.40097], [1.34825, -1.69338, -3.15708], [0.61857, -3.95519, -3.92585], [4.46724, -1.69466, -0.32858], [6.09365, 0.12123, 0.08831], [6.57088, 2.40012, 0.99097], [4.63356, 3.86955, 1.59068], [2.33605, 2.96984, 1.33304], [-4.99695, 2.39114, -0.55898], [-4.35686, 1.27125, 0.27167], [-2.89552, 1.56572, 0.59386], [-4.61563, -0.14851, -0.21988], [-5.79844, -0.74333, 0.12984], [-5.96807, -2.13199, 0.04753], [-4.91872, -2.98885, -0.25759], [-3.67868, -2.48550, -0.59414], [-2.54749, -3.43036, -0.89249], [-1.21721, -3.02212, -0.25838], [-2.40609, -3.70228, -2.39972], [-3.59369, -1.03771, -0.78560], [-2.64209, -0.72131, -1.61548], [-2.70513, 0.33454, -2.46989], [-3.90599, 0.80814, -3.03388], [-3.88100, 1.77431, -4.01687], [-2.66460, 2.30070, -4.43900], [-1.45884, 1.84013, -3.91858], [-1.48970, 0.84039, -2.97954], [-0.35463, 0.35737, -2.48761], [-5.08954, 3.28019, 0.06383], [-5.99372, 2.12245, -0.91260], [-4.37876, 2.65065, -1.41571], [-4.88915, 1.28033, 1.22809], [-2.27009, 1.65660, -0.29387], [-2.46723, 0.79388, 1.23505], [-2.81854, 2.51133, 1.12951], [-6.58817, -0.14207, 0.56389], [-6.92648, -2.55521, 0.32360], [-5.06336, -4.05979, -0.20692], [-2.85957, -4.37326, -0.43327], [-0.78732, -2.15047, -0.74730], [-0.50889, -3.84414, -0.36126], [-1.32170, -2.81026, 0.80749], [-1.97991, -2.83393, -2.90199], [-3.36812, -3.93749, -2.85824], [-1.74311, -4.55320, -2.55679], [-4.83692, 0.33959, -2.74226], [-4.80341, 2.11006, -4.46912], [-2.64870, 3.06411, -5.20521], [-0.50719, 2.23074, -4.25043]], "lowdin_charge": [1.3670, 0.0832, -0.6194, -0.2600, -0.1700, 0.0312, -0.0097, 0.0314, -0.1625, 0.0314, -0.5988, 0.0759, -0.2377, 0.1276, 0.1180, 0.1276, 0.1309, -0.4815, 0.1174, -0.1513, -0.0124, -0.0026, -0.2655, -0.0071, -0.0169, 0.0841, -0.0850, -0.2293, 0.0083, -0.0244, -0.0165, -0.0912, 0.0244, 0.1061, 0.1256, 0.1066, 0.1110, 0.1267, 0.1465, 0.1249, 0.1206, 0.1192, 0.1077, -0.0424, -0.3452, -0.0668, -0.0805, -0.0069, 0.0284, 0.0058, -0.0568, -0.3453, -0.0467, -0.0268, -0.1331, 0.2565, -0.1814, 0.0027, -0.0538, -0.0209, 0.0294, -0.2030, 0.0722, 0.0930, 0.0876, 0.0659, 0.1426, 0.0613, 0.0651, 0.0988, 0.1349, 0.1290, 0.1321, 0.1401, 0.0412, 0.0827, 0.0889, 0.0745, 0.0887, 0.0688, 0.1311, 0.1210, 0.1224, 0.1330]}

***

Results for LUMO energy: 2.85; 0.70; -5.82 (in eV, following the order of the records).
Results for ΔE to the lowest compared entry with this formula, charge and spin: 272.3; 189.5; 256.6 (in kJ/mol, following the order of the records).